Entry 1:
Computed, not measured: a structure of composition C2H2BaFO2, with ωB97M-V with the def2-TZVPD basis set.

## Properties
⟨S²⟩: 0.7529
Spin multiplicity: 2
Lowest unoccupied orbital energy (spin up / spin down) in eV: -0.3 / -0.5
Frontier orbital gap (spin up / spin down) in Ha: 0.2875 / 0.3274
Total charge: 0

Atoms and positions in Å:
H -1.92 0.48 -0.92
O 0.10 -1.51 -0.07
C -1.01 -1.05 -0.04
C -1.28 0.45 0.03
O -0.12 1.15 0.02
H -1.95 0.61 0.90
F 4.16 -0.30 0.03
Ba 2.02 0.17 0.05



Entry 2:
Computed, not measured: an isolated molecule of C4H4NP, with ωB97M-V with the def2-TZVPD basis set.

## Properties
Lowest unoccupied orbital energy in eV: 0.1
Frontier orbital gap in Ha: 0.3179
Total charge: 0
ΔE to the lowest compared entry with this formula, charge and spin in kcal/mol: 68.46

Atoms and positions in Å:
C 1.89 1.67 -0.29
C 1.14 0.67 0.28
C -0.12 0.48 0.28
C 2.61 0.44 0.16
N -1.29 0.21 0.29
P -2.87 0.66 0.00
H 2.94 -0.30 -0.58
H 3.18 0.44 1.07
H -3.41 -0.44 0.69
H -2.99 0.00 -1.24



Entry 3:
Computed, not measured: an isolated molecule of C4H7F, with ωB97M-V with the def2-TZVPD basis set.

## Properties
SMILES: C/C=C(/C)F
Lowest unoccupied orbital energy in eV: 1.0
Frontier orbital gap in Ha: 0.3696
Total charge: 0
ΔE to the lowest compared entry with this formula, charge and spin in kcal/mol: 38.04

Atoms and positions in Å:
C 1.90 -1.08 -0.01
C 0.28 -0.29 -0.01
C -1.10 -0.42 -0.04
C -2.10 0.70 0.03
F -1.71 -1.60 0.01
H 1.86 -2.22 -0.05
H 2.62 -0.73 -0.75
H 2.32 -0.89 0.92
H 0.49 0.78 -0.31
H -1.67 1.73 0.11
H -2.78 0.47 0.79
H -2.55 0.53 -0.92



Entry 4:
Computed, not measured: a structure of composition C20H25N3O2, with ωB97M-V with the def2-TZVPD basis set.

## Properties
Lowest unoccupied orbital energy in eV: 0.5
Frontier orbital gap in Ha: 0.2849
Total charge: 0
ΔE to the lowest compared entry with this formula, charge and spin in kcal/mol: 458.79

Atoms and positions in Å:
C 0.06 7.45 3.39
H 0.46 8.17 3.91
O 0.77 6.21 3.58
C 0.30 5.16 3.00
C -0.81 5.16 1.91
C -0.96 3.91 1.52
C -0.33 2.72 2.01
C 0.72 2.90 2.73
C 1.00 4.12 3.38
H 1.67 4.06 4.21
H 1.46 2.00 3.19
N -0.51 1.65 1.16
C -0.29 0.29 1.65
H 0.07 0.27 2.82
C 1.23 -0.06 1.01
N 1.09 -0.20 -0.19
C 2.09 -0.82 -0.98
C 1.87 -2.10 -1.64
O 2.84 -2.75 -2.49
N 0.69 -2.48 -1.44
C -0.09 -3.48 -2.06
C -1.29 -3.66 -1.48
C -2.03 -4.79 -2.05
C -1.50 -5.79 -2.69
C -0.10 -5.51 -3.45
C 0.53 -4.62 -2.84
H 1.37 -4.47 -3.04
H 0.38 -6.41 -3.89
C -2.38 -6.93 -3.19
H -2.28 -7.16 -4.35
H -3.32 -6.81 -3.17
H -2.06 -7.76 -2.92
H -3.15 -4.89 -1.80
H -2.01 -2.89 -1.03
H 0.05 -1.75 -0.95
H 3.28 -1.01 -0.37
H 2.61 -0.02 -1.96
C 0.71 0.94 -0.64
C -0.66 1.44 -0.21
H -0.90 2.44 -0.52
H -1.49 0.51 -0.36
H 0.64 0.98 -1.68
H 1.34 1.95 -0.58
H 1.44 -1.08 1.55
H 2.08 0.74 1.37
H -0.89 -0.65 1.40
H -1.76 3.77 0.69
H -1.30 5.85 1.69
H 0.31 7.82 2.18
H -0.95 7.57 3.61



Entry 5:
Computed, not measured: an isolated molecule of C22H23N3O4, with ωB97M-V with the def2-TZVPD basis set.

## Properties
SMILES: C/C(=N/NC(=O)CNC(=O)c1ccc2c(c1)OCO2)c1ccc2c(c1)CCCC2
Lowest unoccupied orbital energy in eV: 0.6
Frontier orbital gap in Ha: 0.3359
Total charge: 0
ΔE to the lowest compared entry with this formula, charge and spin in kcal/mol: 62.38

Atoms and positions in Å:
C -4.42 -2.56 -0.74
C -3.43 -1.70 -0.02
N -2.79 -2.24 0.94
N -1.89 -1.54 1.67
C -1.32 -2.11 2.76
O -1.52 -3.23 3.16
C -0.32 -1.15 3.44
N 0.93 -1.10 2.71
C 1.08 -0.29 1.63
O 0.21 0.47 1.26
C 2.40 -0.39 0.95
C 3.57 -0.68 1.64
C 4.80 -0.75 1.00
C 4.81 -0.53 -0.36
C 3.64 -0.24 -1.06
C 2.43 -0.16 -0.43
O 3.94 -0.07 -2.39
C 5.33 -0.26 -2.50
O 5.87 -0.55 -1.23
C -3.29 -0.30 -0.47
C -4.38 0.57 -0.43
C -4.23 1.88 -0.82
C -3.00 2.37 -1.25
C -1.91 1.51 -1.31
C -2.07 0.19 -0.91
C -0.55 1.98 -1.73
C -0.58 3.33 -2.45
C -1.44 4.30 -1.65
C -2.89 3.82 -1.66
H -4.43 -3.55 -0.31
H -4.15 -2.62 -1.80
H -5.42 -2.12 -0.68
H -1.64 -0.59 1.41
H -0.12 -1.52 4.45
H -0.73 -0.14 3.48
H 1.58 -1.85 2.86
H 3.55 -0.81 2.71
H 5.71 -0.96 1.53
H 1.52 0.08 -0.96
H 5.54 -1.09 -3.19
H 5.80 0.66 -2.89
H -5.34 0.21 -0.08
H -5.08 2.55 -0.78
H -1.22 -0.48 -0.97
H -0.09 1.23 -2.38
H 0.06 2.06 -0.83
H 0.43 3.72 -2.55
H -1.00 3.21 -3.45
H -1.39 5.31 -2.08
H -1.08 4.35 -0.63
H -3.50 4.43 -1.00
H -3.30 3.92 -2.68



Entry 6:
Computed, not measured: a structure of composition C20H46IrOP4Se, with ωB97M-V with the def2-TZVPD basis set.

## Properties
⟨S²⟩: 6.0343
Spin multiplicity: 5
Lowest unoccupied orbital energy (spin up / spin down) in eV: -7.7 / -11.8
Frontier orbital gap (spin up / spin down) in Ha: 0.2491 / 0.2269
Total charge: +3
ΔE to the lowest compared entry with this formula, charge and spin in kcal/mol: 0.00

Atoms and positions in Å:
Ir -0.14 -0.05 0.25
P -2.41 -0.15 -0.04
P 0.14 -2.42 0.23
P -0.05 2.34 0.17
H 2.06 -0.93 -1.20
C 1.90 -0.01 -0.63
C 1.99 0.01 0.79
H 2.27 -0.90 1.34
C -3.11 -0.22 -1.73
C -3.23 -1.54 0.83
C -3.35 1.21 0.77
C 1.81 -3.18 0.26
C -0.56 -3.15 1.77
C -0.63 -3.17 -1.26
C 1.58 3.19 0.16
C -0.77 3.08 1.70
C -0.88 3.02 -1.31
H 2.01 0.89 -1.23
H 2.26 0.94 1.30
H -4.20 -0.30 -1.70
H -2.70 -1.09 -2.26
H -2.82 0.68 -2.30
H -4.31 -1.48 0.67
H -3.03 -1.45 1.91
H -2.87 -2.52 0.47
H -4.42 1.04 0.63
H -3.09 2.19 0.35
H -3.13 1.19 1.85
H 1.72 -4.24 -0.04
H 2.21 -3.15 1.29
H 2.51 -2.68 -0.42
H -1.01 -4.13 1.54
H -1.31 -2.49 2.21
H 0.25 -3.30 2.49
H -0.22 -4.18 -1.39
H -0.38 -2.56 -2.14
H -1.72 -3.24 -1.16
H 1.42 4.25 -0.11
H 2.27 2.74 -0.56
H 2.03 3.16 1.17
H -0.99 4.14 1.53
H -0.04 3.01 2.52
H -1.68 2.57 2.01
H -0.57 4.07 -1.44
H -1.97 3.00 -1.22
H -0.58 2.45 -2.19
C 1.08 0.05 -5.04
C 2.36 -0.14 -4.44
C 3.51 -0.11 -5.23
C 3.42 0.16 -6.61
C 2.17 0.40 -7.20
C 1.01 0.37 -6.43
Se -0.45 -0.18 -4.09
H -0.53 -0.14 -1.31
H 2.38 -0.34 -3.37
H 4.47 -0.28 -4.75
H 4.33 0.18 -7.21
H 2.11 0.61 -8.27
H 0.03 0.56 -6.86
C 1.58 0.68 4.02
P -0.12 0.09 4.15
C -0.05 -1.47 5.05
C -0.99 1.31 5.16
O -0.77 -0.07 2.78
H 2.17 -0.03 3.44
H 2.01 0.77 5.02
H 1.60 1.66 3.53
H 0.39 -1.31 6.04
H -1.06 -1.87 5.15
H 0.56 -2.19 4.49
H -1.01 2.27 4.63
H -2.02 0.96 5.32
H -0.47 1.42 6.12



Entry 7:
Computed, not measured: a structure of composition C21H56N5O8Ti2, with ωB97M-V with the def2-TZVPD basis set.

## Properties
⟨S²⟩: 15.7518
Spin multiplicity: 8
Lowest unoccupied orbital energy (spin up / spin down) in eV: -0.1 / -0.2
Frontier orbital gap (spin up / spin down) in Ha: 0.1799 / 0.3217
Total charge: 0

Atoms and positions in Å:
Ti -4.81 -1.00 1.97
Ti -1.67 -2.37 3.36
O -1.15 -0.07 -0.27
C -1.30 -0.63 0.93
O -0.31 -1.09 1.52
O -2.40 -0.72 1.53
H -0.19 -0.10 -0.30
C 2.84 0.52 0.03
C 2.67 -0.99 -0.23
C 3.75 -1.68 -1.07
O 3.19 -2.92 -1.54
C 4.02 -3.52 -2.54
N 2.49 -1.61 1.05
H 2.68 1.10 -0.88
H 3.82 0.68 0.48
H 2.01 0.86 0.65
H 1.76 -1.11 -0.82
H 4.77 -1.66 -0.67
H 3.92 -1.07 -1.96
H 4.76 -4.13 -2.02
H 4.42 -2.73 -3.17
H 3.44 -4.14 -3.22
H 2.43 -2.61 0.90
H 1.61 -1.35 1.46
C -0.35 -3.85 -1.84
C 0.19 -4.78 -0.71
C 1.04 -6.02 -1.24
O 0.37 -7.13 -1.86
C -0.39 -7.93 -1.03
N 1.01 -4.02 0.16
H -0.98 -3.07 -1.42
H -1.06 -4.43 -2.42
H 0.41 -3.30 -2.40
H -0.67 -5.12 -0.12
H 1.70 -6.44 -0.47
H 1.81 -5.60 -1.88
H -0.64 -8.89 -1.47
H -1.29 -7.41 -0.71
H 0.02 -8.23 -0.06
H 1.82 -3.77 -0.38
H 0.67 -3.10 0.40
C -0.32 5.33 -4.50
C -0.69 4.02 -5.14
C -1.64 3.12 -4.21
O -1.54 1.74 -4.65
C -2.30 0.84 -3.85
N -1.38 4.31 -6.38
H -1.21 5.95 -4.36
H 0.32 5.80 -5.24
H 0.21 5.30 -3.55
H 0.22 3.46 -5.34
H -2.67 3.44 -4.31
H -1.32 3.25 -3.17
H -3.38 0.98 -3.89
H -1.86 0.94 -2.85
H -1.96 -0.10 -4.25
H -1.71 3.39 -6.63
H -0.76 4.56 -7.14
C 0.24 3.45 -0.33
C -0.82 4.06 0.61
C -2.29 4.01 0.03
O -3.19 4.29 1.06
C -4.53 4.58 0.64
N -0.74 3.31 1.87
H 0.17 3.94 -1.30
H 0.04 2.41 -0.57
H 1.19 3.71 0.13
H -0.64 5.13 0.77
H -2.59 3.03 -0.35
H -2.49 4.64 -0.84
H -4.70 5.58 0.26
H -5.19 4.47 1.50
H -4.76 3.80 -0.08
H -1.64 3.47 2.30
H -0.81 2.32 1.73
C -0.89 0.53 4.58
C 0.10 -0.54 5.10
C 0.69 -0.04 6.42
O 1.23 1.29 6.43
C 2.43 1.42 5.77
N -0.71 -1.67 5.39
H -1.72 0.74 5.26
H -1.32 0.41 3.59
H -0.26 1.40 4.38
H 0.88 -0.76 4.37
H 1.31 -0.75 6.98
H -0.11 -0.02 7.15
H 2.79 2.42 5.98
H 2.25 1.33 4.70
H 3.24 0.76 6.10
H -0.18 -2.27 6.00
H -1.40 -1.37 6.06



Entry 8:
Computed, not measured: a structure of composition C51H33FeN5O4, with ωB97M-V with the def2-TZVPD basis set.

## Properties
⟨S²⟩: 8.7577
Spin multiplicity: 6
Lowest unoccupied orbital energy (spin up / spin down) in eV: 1.3 / 1.2
Frontier orbital gap (spin up / spin down) in Ha: 0.2060 / 0.1975
Total charge: -1
ΔE to the lowest compared entry with this formula, charge and spin in kcal/mol: 5.47

Atoms and positions in Å:
Fe 0.16 -0.40 -0.67
C -7.34 0.92 -0.26
C -7.02 -0.38 -0.64
C -5.70 -0.75 -0.85
C -4.67 0.18 -0.68
C -5.00 1.49 -0.33
C -6.32 1.85 -0.12
C -3.23 -0.19 -0.80
C -2.69 -1.06 0.16
C -3.46 -1.81 1.12
C -2.58 -2.55 1.83
C -1.27 -2.22 1.36
C -0.07 -2.64 1.95
C -0.15 -3.60 3.09
C -0.72 -3.25 4.30
C -0.74 -4.14 5.36
C -0.19 -5.41 5.22
C 0.37 -5.78 4.01
C 0.40 -4.88 2.95
C 1.19 -2.13 1.63
N 1.48 -1.31 0.60
C 2.76 -0.89 0.75
C 3.45 -0.07 -0.14
C 4.80 0.42 0.24
C 5.88 -0.44 0.45
C 7.12 0.06 0.82
C 7.30 1.42 0.99
C 6.23 2.29 0.79
C 5.00 1.79 0.41
C 2.95 0.40 -1.37
C 3.76 1.01 -2.39
C 2.93 1.34 -3.41
C 1.60 0.97 -3.00
N 1.66 0.36 -1.79
C 0.41 1.27 -3.69
C -0.87 1.01 -3.19
C -2.10 1.50 -3.77
C -3.11 1.14 -2.93
C -2.51 0.41 -1.84
N -1.16 0.35 -2.04
C 0.51 2.00 -4.98
C 1.16 3.23 -5.08
C 1.22 3.91 -6.29
C 0.63 3.37 -7.43
C -0.02 2.15 -7.34
C -0.08 1.47 -6.13
C 3.32 -1.47 1.95
C 2.36 -2.27 2.47
N -1.37 -1.33 0.33
H -8.37 1.20 -0.09
H -7.81 -1.11 -0.77
H -5.45 -1.76 -1.15
H -4.21 2.22 -0.21
H -6.56 2.87 0.17
H -4.53 -1.78 1.23
H -2.81 -3.25 2.62
H -1.15 -2.26 4.41
H -1.18 -3.84 6.31
H -0.20 -6.10 6.05
H 0.79 -6.77 3.89
H 0.83 -5.17 2.00
H 5.74 -1.50 0.29
H 7.96 -0.62 0.95
H 8.27 1.81 1.29
H 6.37 3.36 0.93
H 4.15 2.46 0.26
H 4.83 1.15 -2.35
H 3.19 1.79 -4.35
H -2.19 2.07 -4.68
H -4.16 1.32 -3.05
H 1.59 3.67 -4.19
H 1.72 4.86 -6.34
H 0.68 3.90 -8.37
H -0.49 1.72 -8.22
H -0.57 0.51 -6.07
H 4.30 -1.27 2.35
H 2.41 -2.88 3.36
O -0.13 -2.31 -2.02
N 0.86 -3.10 -2.19
O 1.94 -2.71 -1.75
O 1.89 1.83 1.89
C 0.71 1.60 1.65
O 0.21 1.28 0.51
C -0.30 1.69 2.78
C 0.08 2.25 4.00
C -0.82 2.32 5.05
C -2.12 1.84 4.89
C -2.50 1.27 3.68
C -1.59 1.20 2.63
H 1.10 2.61 4.10
H -0.52 2.76 6.00
H -2.83 1.91 5.70
H -3.50 0.87 3.55
H -1.87 0.77 1.68



Entry 9:
Computed, not measured: a structure of composition C18H12F3N3SV, with ωB97M-V with the def2-TZVPD basis set.

## Properties
⟨S²⟩: 2.0328
Spin multiplicity: 3
Lowest unoccupied orbital energy (spin up / spin down) in eV: -5.1 / -5.0
Frontier orbital gap (spin up / spin down) in Ha: 0.2435 / 0.2590
Total charge: +1
ΔE to the lowest compared entry with this formula, charge and spin in kcal/mol: 0.00

Atoms and positions in Å:
V -0.44 -0.32 -0.39
C 3.94 -0.47 2.91
C 3.17 -1.53 3.36
C 1.97 -1.84 2.74
C 1.55 -1.07 1.66
C 2.32 0.00 1.20
C 3.52 0.30 1.83
N 0.34 -1.33 0.98
N -0.32 -2.37 1.27
C -1.53 -2.55 0.60
C -2.33 -3.63 0.95
C -3.53 -3.81 0.29
C -3.92 -2.94 -0.71
C -3.12 -1.85 -1.06
C -1.92 -1.64 -0.41
H 4.88 -0.24 3.40
H 3.50 -2.13 4.20
H 1.35 -2.66 3.07
H 2.01 0.59 0.34
H 4.12 1.12 1.48
H -2.00 -4.30 1.73
H -4.17 -4.64 0.56
H -4.85 -3.11 -1.24
H -3.44 -1.18 -1.85
F 1.44 2.06 -4.26
C 0.94 3.15 -3.70
F 0.11 3.73 -4.58
F 1.95 4.01 -3.48
C 0.21 2.89 -2.40
C -0.35 3.99 -1.77
C -1.04 3.85 -0.56
C -1.13 2.59 -0.02
N -0.59 1.53 -0.63
C 0.08 1.63 -1.81
S 0.68 0.09 -2.34
H -0.25 4.97 -2.22
H -1.48 4.70 -0.07
H -1.65 2.41 0.92



Entry 10:
Computed, not measured: a structure of composition C7H10BaO2S5, with ωB97M-V with the def2-TZVPD basis set.

## Properties
Lowest unoccupied orbital energy in eV: -1.0
Frontier orbital gap in Ha: 0.2046
Total charge: 0

Atoms and positions in Å:
Ba -2.39 0.39 0.13
S 1.74 -5.02 2.95
C 0.61 -3.90 2.52
S 0.42 -2.37 3.28
C -0.95 -1.78 2.38
C -1.45 -2.63 1.45
S -2.84 -2.44 0.35
S -0.61 -4.16 1.33
S -1.51 -0.14 2.82
C 0.53 -1.16 -1.47
O 0.27 -0.09 -0.55
C 1.14 1.02 -0.65
C 0.65 1.98 -1.70
O -0.63 2.53 -1.35
C -0.50 3.68 -0.51
H 1.58 -1.43 -1.44
H 0.26 -0.88 -2.50
H -0.08 -2.00 -1.15
H 2.16 0.70 -0.86
H 1.14 1.49 0.33
H 0.51 1.47 -2.65
H 1.38 2.78 -1.85
H 0.22 4.38 -0.92
H -0.18 3.41 0.51
H -1.47 4.17 -0.46



| no. | total energy (hartree) |
| --- | --- |
| 1 | -353.24099 |
| 2 | -550.71059 |
| 3 | -256.38323 |
| 4 | -1091.19694 |
| 5 | -1317.38414 |
| 6 | -4735.08539 |
| 7 | -3407.97011 |
| 8 | -3801.82564 |
| 9 | -2498.92628 |
| 10 | -2439.65571 |